## i
Entry from OMol25: a structure of composition BaH18O9 (ωB97M-V/def2-TZVPD).

Last column: natural (NBO) charge in e.
Element x y z (Å)
Ba (0.17629, 0.44482, -0.26811)  1.879
O (2.21429, -1.40518, -0.59711)  -0.999
H (1.97429, -2.27318, -0.28711)  0.507
H (2.80329, -1.58618, -1.31311)  0.504
O (-0.02471, -2.08118, 1.17689)  -0.988
H (0.70729, -2.17918, 1.77689)  0.482
H (-0.71571, -2.70618, 1.36189)  0.518
O (2.83329, 1.59582, -0.54211)  -0.965
H (3.38729, 0.79582, -0.47211)  0.488
H (3.04429, 1.85982, -1.44211)  0.491
O (-1.34271, 2.75682, 0.04889)  -0.995
H (-1.14171, 3.41482, 0.74489)  0.506
H (-2.31271, 2.69982, 0.01589)  0.508
O (-1.09971, 0.94982, 2.29289)  -0.980
H (-0.45871, 0.98082, 2.99689)  0.508
H (-1.38071, 1.80482, 2.02089)  0.483
O (-2.52671, -0.42018, 0.13489)  -0.990
H (-3.35271, -0.52918, -0.30511)  0.492
H (-2.82071, -0.50318, 1.07589)  0.509
O (-1.46271, 0.72282, -2.47111)  -0.998
H (-1.33371, 0.10782, -3.16811)  0.500
H (-2.28271, 1.19582, -2.50111)  0.513
O (-0.77071, -1.95518, -1.51811)  -0.951
H (-0.11671, -2.16418, -2.17011)  0.480
H (-1.55471, -1.79818, -2.01611)  0.486
O (2.18629, 0.28882, 1.71989)  -0.975
H (2.34629, -0.65718, 1.71589)  0.478
H (3.02529, 0.63982, 1.98889)  0.509

Total charge: +2
Gap between HOMO and LUMO (eV): 12.41

***

## ii
Entry from OMol25: a structure of composition BaH18O9 (ωB97M-V/def2-TZVPD).

Last column: natural (NBO) charge in e.
Element x y z (Å)
Ba (0.14748, -0.30895, 0.01883)  1.884
O (-1.20230, -1.99046, -1.90015)  -0.978
H (-1.30921, -1.59069, -2.74367)  0.479
H (-2.07689, -2.37804, -1.63717)  0.513
O (0.97631, -3.11093, 0.57864)  -0.993
H (1.83831, -3.53227, 0.56945)  0.507
H (0.47337, -3.42330, 1.34198)  0.500
O (0.30116, 0.67855, -2.76696)  -0.993
H (0.94863, 1.28285, -3.17881)  0.510
H (-0.13390, 0.12982, -3.40946)  0.494
O (1.31249, 0.59694, 2.40126)  -0.988
H (1.82676, 1.41382, 2.43115)  0.505
H (0.99723, 0.56843, 3.28735)  0.499
O (1.15374, 2.42001, -0.51517)  -0.973
H (1.69374, 2.26489, -1.25917)  0.477
H (1.11352, 3.39098, -0.54379)  0.506
O (-1.28343, 1.67065, 1.68660)  -0.966
H (-1.53628, 2.37689, 1.08128)  0.488
H (-0.56037, 1.99872, 2.21484)  0.489
O (3.09517, -0.06516, 0.00432)  -0.981
H (3.63547, -0.57644, -0.60107)  0.496
H (3.41354, -0.47407, 0.85169)  0.498
O (-2.39810, 0.70975, -0.92058)  -0.976
H (-2.77036, 0.73070, -1.79170)  0.493
H (-2.97741, 1.39200, -0.56676)  0.494
O (-1.88797, -1.41496, 1.57473)  -0.995
H (-2.76214, -1.09822, 1.31005)  0.504
H (-2.02856, -1.66153, 2.48228)  0.505

Total charge: +2
Gap between HOMO and LUMO (eV): 12.47

***

Last place for stability: i

***

## i
Entry from OMol25: a cluster of 2 separate species, C5H14 in total (ωB97M-V/def2-TZVPD).

Last column: natural (NBO) charge in e.
Element x y z (Å)
C (0.64208, -1.61016, -1.38697)  -0.331
C (1.13022, -1.99631, 0.00224)  -0.555
C (-0.36426, -0.54049, -1.37866)  -0.631
H (0.34312, -2.41323, -2.06850)  0.324
H (1.62876, -1.34134, -1.92063)  0.405
H (0.37158, -2.69659, 0.37646)  0.333
H (2.09056, -2.48262, -0.16073)  0.256
H (-1.39076, -0.87830, -1.14042)  0.309
H (-0.44576, -0.07978, -2.40156)  0.317
H (1.22193, -1.26134, 0.81141)  0.290
H (-0.14438, 0.30457, -0.72717)  0.263
C (0.11519, 1.92981, 1.35723)  -0.600
C (-1.42477, 2.05703, 1.27984)  -0.629
H (0.43548, 2.00010, 2.39571)  0.226
H (0.37627, 0.93829, 0.97177)  0.154
H (0.67018, 2.67944, 0.80599)  0.223
H (-1.78963, 2.64898, 0.45262)  0.215
H (-1.64176, 2.58743, 2.21251)  0.231
H (-2.00514, 1.13424, 1.27638)  0.201

Total charge: +1
Gap between HOMO and LUMO (alpha / beta) (eV): 11.72 / 4.10
Multiplicity: 2

***

## ii
Entry from OMol25: a cluster of 2 separate species, C5H14 in total (ωB97M-V/def2-TZVPD).

Last column: natural (NBO) charge in e.
Element x y z (Å)
C (1.04502, -0.89016, -0.15766)  -0.390
C (1.34966, -0.15723, 1.14111)  -0.568
C (0.58046, -2.32145, 0.07724)  -0.585
H (0.28901, -0.29723, -0.70800)  0.330
H (2.03731, -0.87171, -0.67684)  0.340
H (0.38774, 0.16883, 1.62360)  0.321
H (0.94005, -2.92848, -0.77699)  0.315
H (2.08148, 0.63588, 1.02106)  0.257
H (1.76689, -0.79124, 1.93150)  0.286
H (0.91039, -2.58289, 1.07319)  0.240
H (-0.49710, -2.49100, -0.01753)  0.279
C (-1.12013, 1.65086, -1.23719)  -0.625
C (-1.71173, 1.63498, 0.14734)  -0.597
H (-0.02338, 1.80158, -1.21353)  0.227
H (-1.30929, 0.68102, -1.69496)  0.209
H (-1.57510, 2.44649, -1.82706)  0.273
H (-1.09380, 1.20489, 0.96404)  0.206
H (-2.58162, 0.94432, 0.22647)  0.235
H (-2.13494, 2.56336, 0.51515)  0.247

Total charge: +1
Gap between HOMO and LUMO (alpha / beta) (eV): 13.05 / 4.58
Multiplicity: 2

***

Last place for stability: ii